Record 1
A structure of composition C18H34N9O4PS4W, computed with wB97M-V/def2-TZVPD.

Structure (XYZ):
```
71
Properties=species:S:1:pos:R:3:lowdin_spin:R:1
W 0.3178 -0.6725 0.8324 1.607
C -1.9338 4.8652 2.3499 0.000
C -1.1959 3.7702 3.0162 0.002
N -0.8784 3.7041 4.2666 0.003
N -0.2116 2.5267 4.4039 0.009
C -0.1029 1.8488 3.2657 0.013
S 0.6787 0.3354 3.1016 0.031
N -0.7291 2.6347 2.3589 0.004
N -0.8265 2.2881 1.0173 0.031
H -2.2110 5.6031 3.0977 0.000
H -2.8421 4.4939 1.8731 0.000
H -1.3147 5.3495 1.5934 0.000
H 0.1491 2.2582 5.3076 0.000
H -1.7982 2.2280 0.7325 0.000
H -0.3360 2.9640 0.4420 0.000
C -3.5697 1.9717 -1.6213 0.000
C -3.1913 1.4646 -3.0057 0.000
C -1.7344 1.0257 -3.0811 0.001
S -1.4439 -0.4236 -2.0312 0.013
O -0.4640 0.1448 -0.9484 0.071
C -0.4503 -1.4407 -3.1328 0.003
C -1.3512 -2.1192 -4.1656 0.000
C -2.3412 -3.0990 -3.5431 0.000
H -4.6141 2.2768 -1.5849 0.000
H -2.9645 2.8422 -1.3514 0.000
H -3.4320 1.1981 -0.8582 0.000
H -3.3403 2.2491 -3.7493 0.000
H -3.8409 0.6381 -3.3027 0.000
H -1.0620 1.7895 -2.6848 0.000
H -1.4138 0.7788 -4.0926 0.000
H 0.0242 -2.1771 -2.4865 0.000
H 0.3148 -0.8036 -3.5800 0.000
H -0.6819 -2.6502 -4.8441 0.000
H -1.8636 -1.3751 -4.7814 0.000
H -1.8281 -3.7864 -2.8671 0.000
H -2.8256 -3.6912 -4.3173 0.000
H -3.1280 -2.5929 -2.9799 0.000
N -3.8476 -3.2696 0.6372 0.005
N -3.1466 -2.2596 1.2413 0.012
N -3.4230 -1.8099 2.4447 -0.002
C -2.5347 -0.8468 2.5942 0.012
N -1.7734 -0.7214 1.4942 0.006
N -2.2037 -1.6373 0.6290 0.010
H -4.3839 -3.7474 1.3540 0.000
H -3.1840 -3.8922 0.1827 0.000
H -2.4234 -0.2712 3.4962 0.001
C 2.7650 2.1787 0.9125 -0.002
P 2.4663 0.5159 0.2468 0.013
C 2.5864 0.7201 -1.5466 0.003
C 3.8620 -0.4803 0.7822 0.005
C 4.2473 -0.4198 2.1231 -0.001
C 5.2913 -1.2053 2.5782 0.000
C 5.9477 -2.0609 1.7022 0.000
C 5.5589 -2.1326 0.3735 0.001
C 4.5153 -1.3459 -0.0904 0.000
H 2.6352 2.1902 1.9928 0.000
H 2.1022 2.9158 0.4570 0.000
H 3.7941 2.4565 0.6810 -0.001
H 3.5640 1.1231 -1.8122 0.000
H 1.8068 1.4005 -1.8859 0.000
H 2.4460 -0.2457 -2.0289 0.000
H 3.7344 0.2343 2.8186 0.000
H 5.5946 -1.1513 3.6149 0.000
H 6.7634 -2.6752 2.0587 0.000
H 6.0644 -2.8054 -0.3054 0.000
H 4.2162 -1.4265 -1.1271 0.000
O 2.2223 -4.1560 -0.0393 0.008
S 1.0952 -3.3397 0.2212 0.019
O -0.2218 -3.7956 -0.1447 0.012
O 1.2726 -1.9058 -0.4443 0.025
S 1.0269 -2.5514 2.1394 0.086
```

E_HOMO (alpha / beta) (eV): -13.5 / -13.9
Spin multiplicity: 3
LUMO energy (alpha / beta) (eV): -6.231 / -6.389
Total charge: +2
HOMO-LUMO gap (alpha / beta) (eV): 7.3 / 7.6
<S²>: 2.015

---

Record 2
A structure of composition C18H34N9Pd, computed with wB97M-V/def2-TZVPD.

Structure (XYZ):
```
62
Properties=species:S:1:pos:R:3:nbo_charge:R:1
Pd 0.3184 0.2927 -0.0262 0.697
C -0.1183 0.7661 4.6872 -0.423
N 1.1214 0.1889 4.1822 -0.418
C 2.3167 0.4930 4.9671 -0.408
C 1.2029 -0.0421 2.8396 0.645
N 0.2648 0.2221 2.0017 -0.741
N 2.3691 -0.6832 2.4394 -0.614
C 2.8506 -0.9767 1.1735 0.633
N 4.0918 -1.5407 1.2186 -0.806
N 2.1940 -0.7703 0.0905 -0.793
H -0.1309 0.6581 5.7681 0.227
H -0.9760 0.2215 4.2953 0.219
H -0.2163 1.8274 4.4370 0.208
H 2.0247 0.5551 6.0114 0.232
H 2.7705 1.4430 4.6736 0.208
H 3.0687 -0.2930 4.9121 0.191
H -0.5143 0.7265 2.3998 0.404
H 2.9209 -1.0514 3.1933 0.411
H 4.6877 -1.4090 2.0168 0.403
H 4.5561 -1.7491 0.3523 0.411
H 2.7546 -0.9795 -0.7262 0.374
N -0.5614 -2.9535 -0.5455 -0.675
N -1.6787 -2.0959 -0.2974 -0.685
H -0.8143 -3.9350 -0.4868 0.339
H 0.1352 -2.7637 0.1633 0.347
H -2.2592 -2.4222 0.4703 0.340
H -2.2559 -2.1068 -1.1294 0.350
C -1.0581 2.8269 -4.6065 -0.609
C -0.5567 1.4505 -4.1819 0.094
C 0.6888 1.0778 -4.9800 -0.625
C -1.6626 0.4111 -4.3922 -0.641
N -0.1881 1.6127 -2.7598 -0.464
N 0.2118 0.4031 -2.1135 -0.610
H -1.3147 2.8268 -5.6656 0.221
H -0.2920 3.5816 -4.4296 0.227
H -1.9523 3.1053 -4.0437 0.213
H 0.4675 1.0913 -6.0471 0.228
H 1.0416 0.0700 -4.7446 0.196
H 1.4916 1.7894 -4.7841 0.224
H -1.9751 0.4022 -5.4367 0.232
H -2.5374 0.6477 -3.7820 0.217
H -1.3358 -0.6065 -4.1608 0.196
H -0.9849 1.9627 -2.2369 0.377
H 1.1376 0.1887 -2.4715 0.378
H -0.3860 -0.3867 -2.3681 0.375
C -0.2615 5.7530 0.4360 -0.211
C 0.7862 4.8081 0.3748 -0.215
C 0.5080 3.4770 0.2573 -0.207
C -0.8304 3.0043 0.1967 -0.048
C -1.1530 1.6161 0.0705 -0.164
C -2.4712 1.2427 0.0295 -0.309
C -3.5163 2.1967 0.0908 -0.203
C -3.2265 3.5237 0.1980 -0.204
C -1.8782 3.9590 0.2584 -0.076
C -1.5584 5.3354 0.3781 -0.176
H -0.0312 6.8064 0.5251 0.220
H 1.8140 5.1456 0.4135 0.215
H 1.3136 2.7547 0.1957 0.206
H -2.7198 0.1922 -0.0595 0.219
H -4.5460 1.8643 0.0492 0.216
H -4.0163 4.2638 0.2412 0.217
H -2.3693 6.0526 0.4222 0.215
```

E_HOMO (eV): -10.0
Spin multiplicity: 1
LUMO energy (eV): -2.342
Total charge: +1
HOMO-LUMO gap (eV): 7.7

---

Record 3
A structure of composition C18H35AuGeO6SSi3 at a distorted geometry, computed with wB97M-V/def2-TZVPD.

Structure (XYZ):
```
65
Properties=species:S:1:pos:R:3:nbo_charge:R:1
Au -0.0864 1.3144 0.9634 0.603
O 1.8223 -5.2037 2.7327 -0.421
C 1.4304 -4.2130 2.2008 0.397
C 2.2572 -3.2606 1.3059 0.403
O 3.4478 -3.2688 1.1412 -0.484
C 1.2569 -2.3442 0.7570 0.182
C 0.0163 -2.5352 1.2904 0.195
O -0.9517 -1.7148 0.9309 -0.794
C -0.0157 -3.6621 2.2337 0.405
O -0.9336 -4.0724 2.8892 -0.475
O 1.4119 -1.3702 -0.1274 -0.806
C -2.9462 2.4793 0.2012 -1.186
Si -2.8609 0.6294 -0.0377 1.667
C -3.5553 0.1944 -1.6983 -1.183
C -3.4956 -0.3254 1.4081 -1.180
Ge -0.2768 -0.5491 -0.4930 0.418
Si -0.8646 -2.1746 -2.3347 1.468
C -1.4114 -1.5725 -4.0169 -1.148
C 0.7129 -3.1640 -2.5443 -1.150
C -2.2484 -3.1725 -1.5467 -1.149
Si 1.0629 1.1647 -2.1896 1.619
C 1.7437 2.6886 -1.3522 -1.176
C 2.4259 0.0826 -2.8235 -1.179
C -0.2778 1.7022 -3.3563 -1.180
H -3.9777 2.7176 0.4898 0.264
H -2.7322 3.0161 -0.7248 0.250
H -2.2965 2.8673 0.9835 0.260
H -4.5456 0.6645 -1.7336 0.275
H -3.6780 -0.8775 -1.8429 0.262
H -2.9643 0.6109 -2.5146 0.255
H -4.4271 0.1563 1.7252 0.262
H -2.7961 -0.3196 2.2417 0.276
H -3.7009 -1.3644 1.1529 0.272
H -0.5955 -1.1577 -4.6070 0.243
H -2.2512 -0.8790 -4.0188 0.242
H -1.7427 -2.4819 -4.5327 0.264
H 0.9804 -3.1935 -3.6037 0.252
H 0.5435 -4.1923 -2.2160 0.261
H 1.5638 -2.7735 -1.9937 0.268
H -3.1645 -3.0947 -2.1369 0.246
H -2.4611 -2.8844 -0.5201 0.261
H -1.9630 -4.2276 -1.5317 0.264
H 2.3482 2.4470 -0.4802 0.241
H 0.9453 3.3738 -1.0622 0.249
H 2.3946 3.2092 -2.0643 0.261
H 2.9070 -0.4573 -2.0079 0.286
H 3.1667 0.7370 -3.2949 0.265
H 2.0833 -0.6391 -3.5661 0.257
H -1.0142 2.3200 -2.8376 0.249
H -0.7817 0.8977 -3.8821 0.258
H 0.2056 2.3440 -4.1030 0.270
O -0.0652 2.8792 2.3981 -1.033
S 1.0921 3.6288 3.0836 1.237
C 1.2199 2.9012 4.7420 -0.589
C 2.2820 1.8099 4.6888 -0.415
C 3.3707 2.3532 3.7687 -0.415
C 2.6417 2.8516 2.5258 -0.583
H 0.2136 2.5709 4.9957 0.267
H 1.5021 3.7168 5.4100 0.247
H 1.8609 0.8889 4.2800 0.219
H 2.6588 1.5868 5.6856 0.248
H 4.1088 1.5992 3.4977 0.250
H 3.9018 3.1749 4.2535 0.222
H 2.3048 2.0124 1.9093 0.230
H 3.1976 3.5549 1.9088 0.257
```

E_HOMO (alpha / beta) (eV): -10.4 / -10.6
Spin multiplicity: 2
LUMO energy (alpha / beta) (eV): -4.255 / -5.260
Total charge: +1
HOMO-LUMO gap (alpha / beta) (eV): 6.2 / 5.4
<S²>: 0.758

---

The highest total charge belongs to which entry? C18H34N9O4PS4W